Record 1
C3Cl3F3 | ωB97M-V with the def2-TZVPD basis set

```
9
C3Cl3F3, DFT ωB97M-V with the def2-TZVPD basis set
C -0.44102 -0.09315 0.32726
C 0.66080 -0.66516 0.84008
C -0.56114 0.63236 -1.01466
F 0.76621 -1.08978 2.04798
F 1.77113 -0.71258 0.10000
F 0.59600 0.67369 -1.73323
Cl -1.88209 -0.00292 1.25936
Cl -0.92205 2.37841 -0.70888
Cl -1.92258 -0.09693 -1.87139
```

Net charge   0
Gap between HOMO and LUMO (spin up / spin down)   6.5 / 8.4 eV
HOMO level (spin up / spin down)   -6.0 / -11.4 eV
Multiplicity   3
Strongest force on any atom   9.536 eV Å⁻¹



Record 2
C9H20ClCuF4N3O8S4 | ωB97M-V with the def2-TZVPD basis set

```
50
C9H20ClCuF4N3O8S4, DFT ωB97M-V with the def2-TZVPD basis set
Cu 1.97854 0.37058 2.38092
C -2.47184 -3.95963 -0.37935
C -3.18137 -2.60164 -0.37886
C -2.18602 -1.32590 -0.31702
C -0.88148 -1.20712 -1.21000
N -0.36037 0.24004 -1.51399
C 0.67672 0.22180 -2.73667
C 0.55220 1.69465 -3.22094
C -0.90336 2.10590 -3.08965
C -1.53535 1.14028 -2.00860
C 0.25939 0.77879 -0.14836
H -1.60786 -4.06681 0.27650
H -2.21673 -4.14159 -1.42333
H -3.20245 -4.74917 -0.20347
H -3.80570 -2.48350 0.50679
H -3.89423 -2.63061 -1.20294
H -1.72713 -1.38729 0.66977
H -2.81546 -0.44244 -0.21014
H -1.09642 -1.61884 -2.19609
H -0.09061 -1.79153 -0.73978
H 1.67308 0.08781 -2.31547
H 0.49427 -0.58431 -3.44731
H 1.16967 2.42579 -2.69915
H 0.90536 1.71852 -4.25187
H -0.90432 2.99608 -2.46063
H -1.46308 2.33375 -3.99679
H -2.13607 1.35980 -1.12596
H -2.19108 0.54140 -2.64063
H 0.84382 0.09031 0.46199
H -0.51825 1.21344 0.47970
H 0.84116 1.66599 -0.39839
Cl 3.94023 -0.46627 4.40705
N -0.03571 -0.35837 3.07345
S -1.37819 0.21977 3.48128
O -1.76405 0.30845 4.85397
O -2.42105 0.08446 2.48068
F -1.07111 1.73556 3.09852
S -0.53724 -1.93825 3.56342
O -1.16495 -2.83913 2.61061
O -0.83533 -2.15680 4.99940
F 1.00564 -2.40715 3.46114
N 3.24920 1.66505 1.04536
S 4.12338 1.19564 0.06744
O 5.55706 1.52953 0.21203
O 3.57067 0.88428 -1.25493
F 4.02917 -0.23970 0.74473
S 3.50534 3.25225 0.64497
O 3.11722 3.75208 -0.67049
O 4.64942 3.93792 1.27880
F 2.25526 3.84614 1.44225
```

Net charge   -2
Gap between HOMO and LUMO (spin up / spin down)   2.6 / 5.6 eV
HOMO level (spin up / spin down)   1.0 / -2.1 eV
Multiplicity   2
Strongest force on any atom   16.388 eV Å⁻¹



Record 3
C37H39AsBGaN4O6S2 | ωB97M-V with the def2-TZVPD basis set

```
91
C37H39AsBGaN4O6S2, DFT ωB97M-V with the def2-TZVPD basis set
Ga -1.71362 0.83975 -1.37520
C -5.01365 2.82101 -2.23765
C -4.96488 1.37122 -1.94233
N -3.84662 0.68906 -1.79626
C -4.18028 -0.61215 -1.58521
C -5.55149 -0.72868 -1.59491
N -6.01991 0.54259 -1.82890
C -6.49673 -1.85181 -1.37306
O -5.97074 -3.03080 -1.14196
O -7.68634 -1.63557 -1.40204
C -3.07861 -1.60302 -1.45316
O -3.35633 -2.77981 -1.22941
O -1.90316 -1.12729 -1.60890
H -4.05961 3.26422 -1.94850
H -5.82788 3.30973 -1.70649
H -5.15189 2.97757 -3.30990
H -7.00498 0.75687 -1.91084
H -4.95814 -3.04256 -1.15079
S -1.36093 1.77642 -3.44723
C -0.10718 2.94660 -2.97450
C -0.18412 4.21385 -3.54260
C 0.75910 5.17528 -3.24655
C 1.80245 4.87640 -2.38483
C 1.88972 3.60832 -1.83819
C 0.93982 2.62859 -2.10691
As 1.11122 0.81815 -1.33631
C 2.56760 0.36542 -2.59063
C 3.92683 0.48738 -2.33537
C 4.85105 0.21195 -3.32990
C 4.43093 -0.17209 -4.59221
C 3.07484 -0.29324 -4.85767
C 2.15364 -0.03374 -3.86085
C 1.99982 1.35320 0.30322
C 1.48705 2.43697 1.00667
C 2.00991 2.79728 2.23366
C 3.05314 2.06648 2.78272
C 3.55618 0.96979 2.10359
C 3.02454 0.60936 0.87675
H -0.99883 4.41963 -4.22090
H 0.67878 6.15417 -3.69602
H 2.54828 5.62042 -2.14547
H 2.71543 3.36542 -1.17793
H 4.26301 0.81177 -1.36051
H 5.90609 0.31337 -3.11892
H 5.15681 -0.37308 -5.36794
H 2.74245 -0.58535 -5.84561
H 1.08917 -0.11925 -4.06827
H 0.66512 3.00467 0.57749
H 1.60785 3.64932 2.76548
H 3.45576 2.34251 3.74561
H 4.36259 0.39135 2.53200
H 3.39411 -0.26845 0.36095
N 1.74999 -2.57382 -1.82301
C 1.90804 -2.83279 -0.50045
S 1.06220 -1.93431 0.59608
N 2.81997 -3.78034 -0.15899
C 3.11158 -4.22112 1.14457
C 4.43053 -4.49943 1.48848
C 4.73697 -4.95213 2.75857
C 3.73581 -5.13440 3.69823
C 2.42021 -4.87544 3.35085
C 2.10285 -4.42825 2.08122
H 0.91493 -2.05208 -2.06516
H 2.13543 -3.18633 -2.52648
H 3.46091 -4.08448 -0.88206
H 5.22153 -4.35772 0.76428
H 5.76636 -5.15404 3.01477
H 3.97868 -5.48194 4.69055
H 1.62950 -5.02489 4.07005
H 1.07522 -4.24449 1.81807
C -0.40140 0.55969 3.79624
C -1.35381 0.08561 2.70339
C -1.41601 -1.44193 2.71958
O -0.82832 0.48227 1.42195
B -1.83681 0.92970 0.65544
O -3.01821 1.03121 1.31439
C -2.77753 0.74983 2.71126
C -2.80174 2.09035 3.45121
C -3.90157 -0.14349 3.22604
H 0.53342 0.01177 3.70047
H -0.82645 0.36543 4.77781
H -0.17878 1.61742 3.69445
H -0.40624 -1.82524 2.60739
H -2.00566 -1.80211 1.87978
H -1.83183 -1.81365 3.65141
H -2.02193 2.74464 3.06864
H -2.65989 1.94297 4.51866
H -3.76359 2.57168 3.28569
H -4.00463 -1.02745 2.60366
H -4.83958 0.40719 3.19383
H -3.70756 -0.44709 4.25181
```

Net charge   0
Relative energy (zero: lowest compared OMol25 entry of this formula, charge and spin)   0.0 kcal per mole
Gap between HOMO and LUMO   8.1 eV
HOMO level   -7.7 eV
Multiplicity   1
Strongest force on any atom   1.429 eV Å⁻¹



Q: The highest strongest force on any atom belongs to which entry?
A: C9H20ClCuF4N3O8S4